Record 1
{"formula": "C52H47N13OSn", "method": "ωB97M-V with the def2-TZVPD basis set", "charge": -2, "e_tot_ev": -81938.43270, "homo_lumo_gap_ev": 4.664, "max_force_ev_per_a": 0.51, "lumo_ev": 4.17, "species": ["Sn", "C", "N", "C", "C", "N", "C", "C", "C", "C", "C", "C", "N", "C", "N", "C", "C", "C", "C", "C", "C", "N", "H", "H", "H", "H", "H", "H", "H", "H", "H", "H", "H", "H", "H", "H", "H", "C", "C", "C", "C", "C", "C", "C", "C", "C", "C", "C", "C", "C", "C", "C", "N", "H", "H", "H", "H", "H", "H", "H", "H", "H", "H", "C", "N", "C", "C", "N", "C", "H", "H", "H", "H", "H", "H", "N", "C", "C", "N", "C", "C", "N", "H", "H", "H", "H", "H", "N", "C", "O", "C", "C", "C", "N", "C", "C", "H", "H", "H", "H", "H", "H", "C", "C", "C", "C", "C", "C", "C", "H", "H", "H", "H", "H"], "xyz": [[0.2636, 0.5828, 0.4908], [0.4126, -2.6210, -2.8233], [-0.7033, -1.9099, -2.2578], [-1.4673, -0.9648, -3.0413], [-1.4169, 0.5220, -2.7809], [-0.4195, 1.3040, -2.4911], [-0.9473, 2.5873, -2.4905], [-0.3281, 3.8062, -2.2240], [-1.1134, 4.9435, -2.2268], [-2.4868, 4.8834, -2.5002], [-3.1166, 3.6829, -2.7795], [-2.3223, 2.5439, -2.7608], [-2.5928, 1.2109, -2.9825], [1.7913, -2.0365, -2.7192], [2.1404, -0.7962, -2.8505], [3.5008, -0.7733, -2.5933], [4.3765, 0.3060, -2.5315], [5.6993, 0.0503, -2.2192], [6.1539, -1.2520, -1.9746], [5.2971, -2.3385, -2.0309], [3.9674, -2.0737, -2.3355], [2.8532, -2.8748, -2.4568], [0.1966, -2.8213, -3.8785], [0.4499, -3.5943, -2.3198], [-0.5198, -1.6034, -1.3131], [-2.5289, -1.2200, -2.9211], [-1.2293, -1.1276, -4.0975], [0.7242, 3.8481, -1.9734], [-0.6629, 5.8949, -1.9744], [-3.0700, 5.7958, -2.4743], [-4.1822, 3.6309, -2.9668], [-3.5065, 0.7905, -2.9692], [4.0094, 1.3109, -2.6910], [6.3967, 0.8735, -2.1339], [7.1945, -1.4091, -1.7196], [5.6487, -3.3438, -1.8276], [2.7717, -3.8244, -2.1349], [-4.2930, -0.3621, -0.0213], [-4.8560, 0.9052, 0.0581], [-4.0448, 2.0077, 0.2768], [-2.6576, 1.8657, 0.4366], [-2.0613, 0.5928, 0.3290], [-2.9106, -0.4933, 0.1030], [-1.8011, 3.0300, 0.6869], [-2.3000, 4.3108, 0.9219], [-1.4653, 5.3917, 1.0285], [-0.0668, 5.2429, 0.8591], [0.8352, 6.3002, 0.8090], [2.2085, 6.0322, 0.5208], [2.7030, 4.7810, 0.4376], [1.8577, 3.5793, 0.7481], [0.3860, 3.8801, 0.7149], [-0.4513, 2.8525, 0.6463], [-4.9147, -1.2393, -0.1652], [-5.9284, 1.0386, -0.0420], [-4.5054, 2.9882, 0.3100], [-2.4994, -1.4949, 0.0285], [-3.3673, 4.4565, 1.0281], [-1.8693, 6.3833, 1.2061], [0.4720, 7.3177, 0.8962], [2.8699, 6.8757, 0.3349], [3.7426, 4.6019, 0.1916], [2.0739, 2.7825, 0.0259], [-2.6710, -1.1184, 5.2372], [-1.5574, -0.5888, 4.4844], [-0.2523, -0.4720, 4.9123], [0.4648, -0.0504, 3.8363], [-0.3801, 0.0805, 2.7609], [-1.5800, -0.2428, 3.1867], [-2.5879, -0.8076, 6.2777], [-2.6920, -2.2081, 5.1842], [-3.6008, -0.7334, 4.8230], [0.0339, -0.6897, 5.9260], [1.5116, 0.1754, 3.7258], [-2.4729, -0.2518, 2.5838], [4.3998, -4.3103, 0.9721], [3.0039, -4.1065, 1.1154], [2.4091, -2.8780, 0.8756], [1.1145, -2.6588, 1.0159], [0.3255, -3.6742, 1.4849], [0.9810, -4.9096, 1.7642], [2.2713, -5.1244, 1.5660], [4.8058, -3.8180, 0.1876], [4.6116, -5.2974, 0.9410], [3.0129, -2.0412, 0.5306], [-1.2542, -2.3222, 1.6802], [0.4327, -5.7298, 2.2055], [5.8224, 4.8131, 3.2475], [5.8671, 3.4529, 3.0909], [6.8920, 2.8344, 3.3401], [4.6076, 2.8465, 2.5742], [3.4079, 3.4215, 2.8247], [2.1819, 2.8754, 2.1617], [2.2538, 1.4429, 1.9349], [3.4576, 0.9631, 1.6598], [4.6625, 1.6170, 1.8472], [6.6581, 5.2810, 3.5476], [5.0505, 5.3375, 2.8767], [3.2950, 4.2575, 3.5054], [1.3057, 3.0779, 2.7908], [3.4691, -0.0671, 1.3015], [5.6068, 1.1414, 1.6297], [-1.0356, -3.3816, 1.7161], [-2.1241, -4.2311, 2.0351], [-3.3393, -3.6477, 2.5000], [-4.4451, -4.3996, 2.8312], [-4.4337, -5.7915, 2.7163], [-3.2782, -6.3893, 2.2229], [-2.1619, -5.6460, 1.8834], [-3.3807, -2.5658, 2.5816], [-5.3418, -3.8987, 3.1839], [-5.3004, -6.3809, 2.9893], [-3.2595, -7.4660, 2.0812], [-1.3138, -6.1526, 1.4459]], "forces_ev_per_angstrom": [[-0.069, -0.080, 0.092], [-0.241, -0.204, -0.043], [0.187, 0.463, 0.110], [-0.124, -0.221, 0.022], [0.016, 0.018, -0.015], [0.109, -0.160, -0.258], [-0.197, 0.033, 0.098], [-0.035, 0.041, -0.078], [0.070, 0.003, -0.110], [-0.035, -0.071, -0.045], [-0.015, 0.029, 0.021], [0.121, 0.065, -0.124], [-0.050, -0.022, 0.026], [-0.010, 0.064, 0.079], [-0.110, 0.017, -0.021], [0.084, -0.072, 0.000], [-0.003, -0.018, 0.018], [0.006, 0.025, -0.001], [0.006, -0.014, -0.005], [-0.003, -0.022, 0.028], [0.081, 0.117, -0.049], [0.005, -0.054, 0.092], [-0.010, -0.014, 0.021], [0.060, -0.064, -0.099], [0.016, 0.015, 0.135], [-0.042, -0.016, -0.101], [0.011, 0.055, -0.005], [0.011, 0.024, -0.054], [0.019, -0.002, 0.014], [-0.008, 0.008, 0.013], [-0.007, 0.005, -0.010], [0.023, -0.016, 0.075], [0.009, 0.016, 0.000], [-0.011, 0.007, 0.009], [-0.004, -0.004, 0.013], [0.017, 0.008, -0.052], [-0.036, 0.042, 0.067], [0.029, -0.023, -0.020], [-0.013, 0.024, 0.019], [-0.016, 0.032, -0.011], [-0.014, -0.133, -0.032], [0.069, 0.059, 0.078], [0.090, 0.012, -0.127], [0.015, 0.085, -0.009], [-0.033, -0.003, 0.067], [0.118, -0.058, 0.089], [-0.079, 0.007, 0.069], [0.009, 0.077, 0.008], [-0.034, -0.038, -0.007], [0.026, 0.025, -0.038], [0.067, -0.089, 0.175], [0.020, 0.011, 0.057], [0.005, -0.033, 0.081], [0.001, 0.000, -0.008], [0.002, -0.001, -0.012], [0.007, -0.009, -0.006], [0.079, -0.107, 0.008], [0.012, -0.002, -0.028], [-0.013, 0.004, 0.001], [-0.002, 0.005, -0.005], [0.016, -0.008, -0.011], [0.005, 0.009, -0.004], [-0.001, 0.021, -0.040], [-0.030, -0.115, 0.020], [0.039, 0.069, 0.024], [0.024, -0.023, -0.032], [0.005, -0.141, -0.003], [0.131, 0.296, -0.054], [-0.046, -0.065, -0.022], [-0.016, 0.036, -0.009], [0.012, 0.008, -0.018], [0.004, 0.016, 0.003], [0.009, -0.028, 0.008], [0.007, 0.053, 0.025], [-0.012, 0.026, 0.031], [0.007, -0.020, 0.014], [-0.001, -0.135, 0.020], [0.007, 0.132, -0.203], [-0.167, -0.173, 0.124], [0.155, -0.041, 0.012], [-0.042, 0.025, -0.032], [0.099, 0.095, -0.017], [-0.042, 0.010, 0.084], [-0.010, 0.007, -0.038], [-0.008, 0.036, -0.020], [-0.012, 0.009, -0.027], [-0.010, -0.018, -0.024], [-0.045, 0.043, 0.078], [0.095, 0.068, -0.028], [-0.004, -0.038, 0.019], [-0.121, -0.031, -0.009], [-0.018, -0.037, 0.143], [-0.008, 0.065, -0.149], [-0.192, 0.039, 0.224], [-0.049, -0.030, -0.114], [0.055, 0.023, -0.115], [0.014, -0.030, -0.027], [-0.025, -0.012, -0.061], [0.056, 0.026, -0.026], [0.027, 0.010, 0.007], [0.026, 0.004, -0.017], [-0.002, -0.036, 0.041], [-0.157, -0.019, 0.052], [0.145, 0.057, -0.108], [-0.051, -0.021, 0.001], [0.015, 0.019, -0.012], [-0.046, -0.036, 0.041], [-0.059, 0.023, 0.002], [0.019, 0.013, 0.050], [-0.022, 0.002, -0.006], [0.007, 0.025, 0.000], [0.002, -0.011, -0.019], [0.048, 0.001, -0.002], [-0.019, -0.044, 0.009]]}

---

Record 2
{"formula": "C52H48N8ORuSSi2Te", "method": "ωB97M-V with the def2-TZVPD basis set", "charge": 2, "e_tot_ev": -105128.02816, "homo_lumo_gap_ev": [4.387, 4.390], "max_force_ev_per_a": 1.88, "lumo_ev": [-7.87, -7.87], "species": ["Ru", "C", "C", "C", "C", "C", "N", "C", "N", "C", "C", "C", "C", "C", "C", "C", "C", "N", "C", "N", "C", "N", "C", "N", "C", "N", "C", "C", "C", "C", "C", "C", "C", "C", "C", "C", "C", "C", "N", "C", "C", "H", "H", "H", "H", "H", "H", "H", "H", "H", "H", "H", "H", "H", "H", "H", "H", "O", "S", "C", "C", "C", "C", "C", "C", "C", "C", "C", "C", "C", "C", "H", "H", "H", "H", "H", "H", "H", "H", "H", "H", "C", "Si", "C", "C", "C", "Te", "C", "Si", "C", "C", "C", "H", "H", "H", "H", "H", "H", "H", "H", "H", "H", "H", "H", "H", "H", "H", "H", "H", "H", "H", "H", "H", "H"], "xyz": [[0.2401, -0.2194, -0.1355], [5.2879, -3.3247, -2.9936], [4.3198, -3.8007, -3.8619], [2.9871, -3.3723, -3.7636], [2.6926, -2.4682, -2.7761], [1.4254, -1.8083, -2.3863], [1.6661, -0.9682, -1.3286], [2.9740, -1.0407, -0.9971], [3.5981, -0.3582, -0.0362], [2.9839, 0.3448, 0.9027], [3.6740, 1.1641, 1.9267], [5.0001, 1.4546, 2.1239], [5.3197, 2.2795, 3.2125], [4.3326, 2.7717, 4.0530], [2.9819, 2.4566, 3.8441], [2.6860, 1.6521, 2.7721], [1.4062, 1.1098, 2.2685], [0.2438, 1.1988, 2.8976], [-0.9079, 0.7383, 2.4241], [-1.1828, 0.4199, 1.1361], [-2.4583, -0.0399, 1.0583], [-3.0819, -0.4995, -0.0171], [-2.4854, -0.9186, -1.1207], [-1.1436, -1.0629, -1.3085], [-0.9111, -1.6227, -2.5088], [0.2713, -2.0169, -2.9909], [-2.2018, -1.8116, -3.2140], [-2.5049, -2.3261, -4.4494], [-3.8638, -2.4146, -4.7901], [-4.8504, -2.0037, -3.9080], [-4.5223, -1.4767, -2.6500], [-3.1904, -1.3855, -2.3369], [-3.0853, 0.0242, 2.4023], [-4.3252, -0.3453, 2.8510], [-4.5647, -0.2368, 4.2308], [-3.5841, 0.2245, 5.0907], [-2.3214, 0.6084, 4.6098], [-2.1073, 0.4986, 3.2611], [1.6463, 0.3969, 1.1320], [3.6622, -1.9914, -1.9070], [4.9680, -2.3978, -1.9884], [6.3094, -3.6729, -3.0948], [4.5987, -4.5115, -4.6305], [2.2191, -3.7371, -4.4379], [5.7660, 1.0629, 1.4617], [6.3561, 2.5340, 3.4053], [4.6116, 3.4087, 4.8856], [2.1999, 2.8381, 4.4938], [-1.7248, -2.6431, -5.1332], [-4.1486, -2.8184, -5.7557], [-5.8918, -2.0912, -4.1970], [-5.2866, -1.1498, -1.9520], [-5.0844, -0.7060, 2.1647], [-5.5312, -0.5212, 4.6314], [-3.7945, 0.2903, 6.1515], [-1.5491, 0.9727, 5.2769], [5.7196, -2.0147, -1.3044], [-0.1905, -2.1594, 1.1008], [0.3897, -3.5272, 1.4212], [-0.9041, -4.3952, 2.2589], [-1.7094, -3.7185, 3.1655], [-2.7123, -4.4217, 3.8098], [-2.8961, -5.7794, 3.5484], [-2.0861, -6.4375, 2.6335], [-1.0815, -5.7398, 1.9714], [1.5214, -3.2950, 2.7812], [2.3948, -4.3207, 3.1152], [3.2804, -4.1284, 4.1649], [3.2955, -2.9222, 4.8561], [2.4183, -1.9003, 4.5051], [1.5221, -2.0864, 3.4582], [-1.5529, -2.6605, 3.3629], [-3.3494, -3.9133, 4.5247], [-3.6775, -6.3263, 4.0622], [-2.2382, -7.4915, 2.4290], [-0.4476, -6.2370, 1.2422], [2.3849, -5.2602, 2.5676], [3.9645, -4.9218, 4.4432], [3.9935, -2.7801, 5.6724], [2.4276, -0.9593, 5.0463], [0.8237, -1.3142, 3.1657], [-3.4506, 4.9746, -2.0085], [-3.3283, 3.7726, -3.4153], [-3.6761, 4.6050, -5.0271], [-4.4473, 2.3228, -3.1073], [-1.5750, 3.0639, -3.5089], [-0.8063, 2.4135, -1.6213], [1.2595, 2.6355, -2.2070], [2.0229, 4.2460, -1.5776], [3.7479, 4.3424, -2.2477], [0.9934, 5.6767, -2.1420], [2.0497, 4.1208, 0.2839], [-4.4780, 5.3523, -1.9208], [-2.7946, 5.8390, -2.1668], [-3.1828, 4.5146, -1.0554], [-4.7031, 4.9960, -5.0373], [-3.5725, 3.9149, -5.8727], [-2.9958, 5.4493, -5.1857], [-5.5031, 2.6241, -3.1073], [-4.2300, 1.8716, -2.1289], [-4.3145, 1.5558, -3.8807], [-0.8548, 3.8077, -3.8626], [-1.5488, 2.2057, -4.1847], [1.2833, 2.5727, -3.2975], [1.8154, 1.7868, -1.8066], [3.7370, 4.4932, -3.3329], [4.3110, 3.4266, -2.0326], [4.2950, 5.1859, -1.8026], [1.0187, 5.7767, -3.2343], [1.3840, 6.6109, -1.7182], [-0.0474, 5.5756, -1.8207], [2.9591, 3.6006, 0.6167], [1.1729, 3.5788, 0.6518], [2.0447, 5.1109, 0.7578]], "forces_ev_per_angstrom": [[-1.496, -1.121, -0.194], [0.061, 0.071, 0.101], [-0.112, -0.003, -0.046], [-0.017, -0.174, -0.226], [-0.526, 0.137, -0.016], [-0.158, 0.003, -0.085], [0.108, -0.368, -0.226], [0.341, 0.216, 0.196], [-0.193, -0.054, -0.047], [0.082, -0.104, -0.150], [0.075, -0.269, -0.339], [0.217, -0.013, -0.046], [0.047, -0.021, -0.016], [-0.050, 0.024, 0.041], [-0.035, 0.102, 0.168], [-0.424, 0.003, 0.099], [-0.128, -0.069, -0.067], [-0.017, -0.154, -0.148], [0.311, 0.300, 0.224], [-0.234, -0.225, 0.108], [-0.171, -0.083, -0.032], [0.221, -0.131, -0.160], [-0.181, 0.137, 0.209], [-0.176, -0.005, -0.025], [0.298, -0.057, -0.264], [-0.190, 0.094, 0.252], [0.446, -0.089, -0.080], [0.034, -0.059, -0.167], [0.054, -0.017, -0.042], [-0.045, 0.027, 0.032], [-0.246, 0.058, 0.044], [0.011, 0.210, 0.411], [0.036, -0.138, -0.614], [-0.312, -0.082, 0.029], [-0.109, -0.051, -0.151], [0.161, 0.070, 0.048], [-0.040, 0.069, 0.294], [0.556, 0.122, -0.059], [0.316, 0.627, 0.316], [-0.037, 0.397, 0.426], [0.312, -0.027, 0.050], [-0.082, 0.038, 0.023], [-0.039, 0.041, 0.056], [0.116, 0.037, 0.056], [-0.080, 0.050, 0.108], [-0.101, -0.016, -0.043], [-0.041, -0.062, -0.096], [0.127, -0.056, -0.058], [-0.102, -0.026, 0.077], [0.045, 0.057, 0.093], [0.095, 0.019, 0.039], [0.071, -0.057, -0.104], [0.065, 0.016, 0.113], [0.075, 0.022, -0.057], [0.026, 0.009, -0.070], [-0.057, -0.017, -0.035], [-0.087, -0.071, -0.119], [0.154, 0.868, -0.066], [0.451, -0.237, -0.362], [-0.147, 0.100, -0.021], [-0.075, 0.013, 0.108], [-0.040, -0.008, 0.028], [0.039, 0.035, -0.021], [-0.016, -0.017, 0.024], [0.034, -0.024, -0.044], [0.022, 0.196, 0.033], [-0.018, -0.080, -0.097], [0.033, -0.032, 0.036], [-0.063, 0.081, -0.019], [0.004, -0.022, -0.042], [0.088, -0.048, 0.123], [-0.012, -0.136, -0.035], [0.032, -0.060, -0.046], [0.036, 0.044, -0.026], [0.019, 0.108, 0.018], [-0.076, 0.063, 0.080], [0.002, 0.117, 0.059], [-0.053, 0.065, -0.027], [-0.045, -0.001, -0.048], [0.005, -0.097, -0.040], [0.012, -0.023, 0.038], [-0.076, 0.304, 0.110], [0.110, -0.023, 0.128], [-0.169, 0.117, -0.343], [-0.267, -0.273, 0.032], [0.024, -0.465, -0.160], [0.892, 0.019, 0.464], [0.135, 0.264, 0.087], [-0.109, -0.202, -0.017], [0.349, 0.172, -0.069], [-0.069, 0.330, -0.139], [0.173, 0.086, 0.287], [0.186, -0.051, -0.018], [-0.084, -0.102, 0.060], [-0.012, 0.044, 0.027], [0.215, -0.060, -0.030], [-0.016, 0.133, 0.093], [-0.098, -0.103, -0.017], [0.194, -0.079, 0.018], [-0.063, 0.002, -0.123], [-0.050, 0.060, 0.126], [0.008, -0.064, 0.142], [0.021, 0.127, -0.084], [-0.092, -0.112, 0.050], [-0.034, -0.065, -0.085], [0.052, -0.046, 0.123], [-0.038, 0.120, -0.040], [-0.092, -0.189, -0.112], [-0.044, 0.005, 0.155], [-0.100, -0.135, -0.090], [0.032, 0.049, -0.025], [-0.199, 0.062, -0.014], [0.001, 0.018, 0.061], [0.021, -0.187, -0.074]]}